Entry 1:
{"formula": "C26H36N2O5PdSSi", "method": "ωB97M-V/def2-TZVPD", "symbols": ["Pd", "S", "Si", "O", "O", "O", "O", "O", "N", "N", "C", "C", "C", "C", "C", "C", "C", "C", "C", "C", "C", "C", "C", "C", "C", "C", "C", "C", "C", "C", "C", "C", "C", "C", "C", "C", "H", "H", "H", "H", "H", "H", "H", "H", "H", "H", "H", "H", "H", "H", "H", "H", "H", "H", "H", "H", "H", "H", "H", "H", "H", "H", "H", "H", "H", "H", "H", "H", "H", "H", "H", "H"], "positions_angstrom": [[-0.0411, 0.7797, 1.7258], [-1.0087, -1.8313, 3.7974], [3.8139, 0.4304, -0.6385], [1.5350, 0.9677, 3.3646], [-2.6593, -0.4669, 2.1566], [-0.6984, 2.5670, 3.0046], [-0.7206, 0.0105, -1.9639], [-0.6160, 2.9338, 0.2194], [-2.5849, -1.8871, 0.3032], [-1.4435, 0.0601, 0.2214], [0.2361, 3.8971, -0.3823], [-0.6413, -3.0018, -2.7271], [2.8238, 1.5599, 3.1804], [-0.5949, -3.7402, -0.4377], [0.3206, -3.9434, -3.0486], [3.9121, -0.1424, -2.4243], [0.8154, 1.4764, 4.4952], [0.1258, 2.7809, 4.1539], [-3.8576, -0.5640, -2.4506], [-5.6032, -1.7455, -3.6065], [-3.9172, -2.9684, -2.4064], [-3.3120, -1.7727, -2.0308], [-2.1169, -1.8138, -1.0940], [-1.1678, 3.7837, 2.4145], [4.9800, -0.5685, 0.4437], [-4.9988, -0.5528, -3.2393], [-1.6504, 3.4671, 1.0183], [-1.3416, -0.4605, -1.0486], [4.2048, 2.2687, -0.5324], [0.8257, -4.7904, -2.0697], [-2.1956, -0.7963, 0.9476], [-1.3203, -0.5796, 2.6592], [-1.1070, -2.8988, -1.4178], [0.3669, -4.6874, -0.7670], [-5.0611, -2.9522, -3.1888], [2.0600, 0.1688, -0.0786], [-1.9716, 4.1963, 3.0291], [3.2812, 0.4754, -3.0656], [3.5807, -1.1769, -2.5279], [2.7482, 2.6267, 2.9579], [4.9977, -0.2237, 1.4794], [-5.5250, -3.8850, -3.4802], [4.7048, -1.6249, 0.4503], [4.9353, -0.0814, -2.8002], [-3.3842, 0.3727, -2.1845], [5.2142, 2.4700, -0.8962], [1.7506, -0.7026, 0.5073], [-1.0314, -2.3392, -3.4883], [3.4240, 1.4105, 4.0790], [6.0025, -0.5008, 0.0679], [-0.4899, 3.1175, 4.9919], [-0.9441, -3.6654, 0.5842], [1.2271, 0.6587, -0.5883], [3.2812, 1.0482, 2.3387], [-2.4327, 2.7062, 1.0606], [-6.4911, -1.7357, -4.2242], [-0.3452, 4.5054, 2.3772], [-3.4827, -3.9126, -2.1007], [1.5719, -5.5306, -2.3259], [0.8597, 4.4156, 0.3530], [0.7526, -5.3468, -0.0007], [-5.4110, 0.3901, -3.5729], [3.5169, 2.8549, -1.1451], [-3.4181, -2.3880, 0.5753], [-0.3494, 4.6349, -0.9369], [-2.0698, 4.3720, 0.5662], [0.8761, 3.3555, -1.0745], [1.4984, 1.6154, 5.3356], [0.0785, 0.7178, 4.7535], [0.8610, 3.5600, 3.9272], [0.6762, -4.0200, -4.0674], [4.1455, 2.6424, 0.4921]], "forces_ev_per_angstrom": [[0.5, 0.4, -0.5], [-0.2, 0.1, -0.2], [0.3, 0.0, -0.1], [-0.1, 0.1, 0.1], [0.3, -0.5, 0.0], [0.1, 0.0, 0.1], [0.0, 0.0, 0.0], [0.2, -0.1, 0.0], [-0.1, 0.2, 0.0], [-0.4, -0.1, 0.7], [0.0, 0.0, 0.0], [0.0, 0.0, 0.0], [0.0, 0.0, -0.1], [0.0, 0.1, 0.0], [0.0, 0.0, 0.0], [0.0, 0.0, 0.1], [-0.1, 0.1, -0.1], [0.1, -0.1, 0.0], [0.0, 0.0, 0.0], [0.0, 0.0, 0.0], [0.0, 0.0, 0.0], [0.0, 0.0, 0.0], [0.0, 0.1, 0.0], [0.0, 0.0, -0.1], [-0.1, 0.1, -0.1], [0.0, 0.0, 0.0], [-0.1, 0.0, 0.0], [0.1, -0.2, -0.3], [0.0, -0.1, 0.0], [0.0, 0.0, 0.0], [-0.6, 0.3, -1.3], [0.3, -0.1, 1.3], [0.0, -0.1, 0.0], [0.0, 0.0, 0.0], [0.0, -0.1, 0.0], [-0.5, -0.1, 0.1], [0.0, 0.0, 0.0], [0.0, 0.0, 0.0], [0.0, 0.0, 0.0], [0.0, 0.0, 0.0], [0.0, 0.0, 0.0], [0.0, 0.0, 0.0], [0.0, 0.0, 0.0], [0.0, 0.0, 0.0], [0.0, 0.0, 0.0], [0.0, 0.0, 0.0], [0.1, 0.0, 0.0], [0.0, 0.0, 0.0], [0.0, 0.0, 0.0], [0.0, 0.0, 0.0], [0.0, 0.0, 0.0], [0.0, 0.0, 0.0], [0.1, 0.1, 0.0], [0.0, 0.0, 0.0], [0.0, 0.0, 0.0], [0.0, 0.0, 0.0], [0.0, 0.0, 0.0], [0.0, 0.0, 0.0], [0.0, 0.0, 0.0], [0.0, 0.0, 0.0], [0.0, 0.0, 0.0], [0.0, 0.0, 0.0], [0.0, 0.0, 0.0], [0.1, -0.1, 0.0], [0.0, 0.0, 0.0], [0.0, 0.0, 0.0], [0.0, 0.0, 0.0], [0.0, 0.0, 0.0], [0.0, 0.0, 0.0], [0.0, 0.0, 0.0], [0.0, 0.0, 0.0], [0.0, 0.0, 0.0]], "multiplicity": 6, "e_homo_ha": [-0.3649, -0.4167], "e_lumo_ha": [-0.0652, -0.2052], "homo_lumo_gap_ev": [8.16, 5.75], "total_energy_ev": -62944.218, "e_above_lowest_kcal_mol": 27.2, "total_charge": 1, "s2": 8.76}

---

Entry 2:
{"formula": "C13H4MoN5S5", "method": "ωB97M-V/def2-TZVPD", "symbols": ["Mo", "S", "S", "S", "S", "S", "N", "N", "N", "N", "N", "C", "C", "C", "C", "C", "C", "C", "C", "C", "C", "C", "C", "C", "H", "H", "H", "H"], "positions_angstrom": [[0.4812, -0.4900, 0.2604], [2.3639, -0.3439, 1.7007], [2.2600, -0.4676, -1.5216], [-0.2170, 1.3758, 1.5424], [-0.7460, -1.9250, -1.2227], [-0.4945, -1.9656, 1.8175], [0.2895, 3.3334, 4.6653], [3.7076, 1.0678, 4.8680], [-2.7385, -4.8710, 2.4883], [-3.0356, -4.8337, -1.6335], [0.1012, 0.8643, -1.3676], [-1.5981, -3.1167, -0.3213], [1.1514, 0.6861, -2.1833], [0.1626, 2.1945, -3.7458], [1.2156, 1.3875, -3.3996], [-2.1792, -4.1078, 1.8340], [0.8605, 1.5402, 2.8772], [-2.4057, -4.0760, -1.0399], [-1.4836, -3.1388, 1.0207], [1.9822, 0.7852, 2.9491], [2.9328, 0.9465, 4.0265], [0.5396, 2.5357, 3.8750], [-0.9456, 2.3303, -2.8975], [-0.9324, 1.6475, -1.7095], [-1.7888, 2.9543, -3.1564], [-1.7387, 1.7120, -0.9925], [2.0743, 1.2506, -4.0426], [0.1812, 2.7244, -4.6911]], "forces_ev_per_angstrom": [[0.4, 0.3, 1.0], [-0.1, 0.0, -0.4], [-0.3, 0.0, 0.0], [0.2, -0.1, -0.5], [0.1, 0.0, -0.1], [0.1, 0.2, -0.1], [0.0, 0.0, 0.0], [0.0, 0.0, 0.0], [0.0, 0.0, 0.0], [0.0, 0.0, 0.0], [-0.5, -0.1, -0.2], [-0.3, -0.2, -0.5], [0.0, 0.1, -0.1], [-0.2, 0.1, -0.1], [0.2, -0.2, 0.2], [0.2, 0.3, -0.2], [-0.4, 0.3, 0.5], [0.3, 0.3, 0.2], [-0.2, -0.3, 0.6], [0.3, -0.2, 0.5], [-0.3, -0.1, -0.3], [0.2, -0.3, -0.2], [0.1, 0.0, -0.1], [0.2, 0.0, 0.1], [0.0, 0.0, 0.0], [0.0, 0.0, 0.0], [0.0, 0.0, 0.0], [0.0, 0.0, 0.0]], "e_homo_ha": [-0.2071, -0.2070], "e_lumo_ha": [0.0457, 0.0458], "homo_lumo_gap_ev": [6.88, 6.88], "total_energy_ev": -77032.559, "total_charge": -1}

---

Entry 3:
{"formula": "C41H52As2GaN7OPS", "method": "ωB97M-V/def2-TZVPD", "symbols": ["As", "As", "Ga", "S", "P", "O", "N", "N", "N", "N", "N", "N", "N", "C", "C", "C", "C", "C", "C", "C", "C", "C", "C", "C", "C", "C", "C", "C", "C", "C", "C", "C", "C", "C", "C", "C", "C", "C", "C", "C", "C", "C", "C", "C", "C", "C", "C", "C", "C", "C", "C", "C", "C", "C", "H", "H", "H", "H", "H", "H", "H", "H", "H", "H", "H", "H", "H", "H", "H", "H", "H", "H", "H", "H", "H", "H", "H", "H", "H", "H", "H", "H", "H", "H", "H", "H", "H", "H", "H", "H", "H", "H", "H", "H", "H", "H", "H", "H", "H", "H", "H", "H", "H", "H", "H", "H"], "positions_angstrom": [[-0.1539, -0.2693, 3.1288], [-2.1925, -2.0584, 0.5994], [-0.0347, -0.9193, -0.1339], [-1.1432, 1.4332, -0.3244], [2.4077, -0.8529, 0.1089], [0.1078, -0.5232, -7.2324], [4.1800, -2.2196, -1.5162], [5.1197, -0.6770, 0.0757], [-0.1857, -1.1456, -2.1327], [0.4097, 4.2628, 1.6491], [4.0404, 0.1818, -1.8933], [1.2397, 3.3523, -0.3145], [0.3970, -1.0365, -4.5071], [1.9449, 1.0123, 6.4910], [-2.4810, 3.2334, 2.2213], [0.1494, -2.1571, -5.4547], [1.7657, 4.7940, 1.7806], [2.1589, 5.4972, 0.4846], [2.9141, -2.3971, -0.8401], [-1.2599, 3.3451, 0.0296], [1.5865, 4.7292, -0.7148], [-3.6042, -4.4511, 0.0886], [-3.9056, -0.4568, -0.9974], [-3.7588, -1.0236, 0.2680], [5.2659, -1.9915, -0.5681], [5.1348, 0.3748, -0.9473], [-2.9312, -6.2034, -1.4158], [-3.8475, -5.6758, -0.5136], [-1.7486, 2.1436, 2.8490], [1.0178, 0.1705, -5.1150], [0.0380, 1.7891, 1.1242], [0.2510, 0.2866, 4.9413], [-0.6920, 1.4640, 2.3728], [-1.5020, -4.2970, -1.1083], [-0.5899, -1.6129, -6.6669], [-2.4277, -3.7697, -0.2154], [-0.3567, 0.9111, 7.1807], [0.1805, 3.2856, 0.6639], [-1.7583, -5.5210, -1.7080], [-4.7313, -0.8476, 1.2456], [-5.0324, 0.2939, -1.2845], [4.1136, -0.5752, 1.0470], [1.5854, 0.5608, 5.2299], [-1.9413, -1.0733, 3.3378], [-5.8573, -0.0911, 0.9489], [2.7582, 0.3970, -1.2572], [4.1510, -1.1440, -2.5039], [0.2062, 0.5627, -6.3399], [-2.1124, -2.3526, 2.5184], [0.0969, -1.0886, -3.2647], [-2.3367, 3.7021, 0.9699], [0.9740, 1.1808, 7.4685], [-6.0005, 0.4860, -0.3046], [-0.7234, 0.4651, 5.9176], [-2.1562, 1.8176, 3.8015], [3.2449, 5.5627, 0.4267], [1.7746, 5.4916, 2.6141], [-1.3302, 3.8903, -0.9088], [-4.6435, -1.3107, 2.2199], [0.9976, 2.7963, -1.1248], [5.0719, -1.1805, -3.0846], [1.1180, -2.5537, -5.7614], [0.9895, 1.2636, 1.0488], [-5.1613, 0.7262, -2.2677], [6.2117, -2.0121, -1.1064], [2.4816, 3.9926, 1.9975], [-2.0843, -1.3207, 4.3885], [-1.3226, -3.0786, 2.7130], [-3.0589, -2.8366, 2.7712], [0.7155, 1.3675, -6.8661], [-4.7566, -6.2134, -0.2806], [2.3462, 0.4141, 4.4712], [2.0323, -0.0918, -5.4189], [2.9817, 1.2243, 6.7164], [2.3107, 4.6553, -1.5238], [3.3034, -1.3002, -3.1755], [-2.6908, -0.3374, 3.0528], [2.7342, 1.3983, -0.8188], [5.2728, -2.7725, 0.1914], [2.1370, -2.6444, -1.5666], [1.7605, 6.5104, 0.4807], [5.0526, 1.3519, -0.4718], [-1.6083, -1.3148, -6.3893], [-0.7913, 0.9049, -6.0364], [-0.6436, -2.3869, -7.4296], [-3.1413, -0.6085, -1.7519], [2.9945, -3.2279, -0.1366], [-4.3259, -4.0360, 0.7824], [6.0781, 0.3233, -1.4881], [-0.4276, -2.9369, -4.9609], [0.7094, 5.2600, -1.1013], [1.2512, 1.5260, 8.4553], [1.9657, 0.3369, -2.0048], [-0.5863, -3.7606, -1.3334], [-3.1358, -7.1521, -1.8933], [-3.2814, 3.6579, 2.8157], [1.0478, 0.9788, -4.3854], [-1.0483, -5.9439, -2.4065], [-6.8744, 1.0868, -0.5191], [-6.6249, 0.0452, 1.6986], [-1.7683, 0.2587, 5.7235], [4.0755, 0.4127, 1.5022], [-0.1096, 4.1506, 2.5036], [4.1965, -1.3418, 1.8147], [-1.1154, 1.0412, 7.9410], [-3.0551, 4.4315, 0.6154]], "forces_ev_per_angstrom": [[-0.1, 0.2, 0.2], [0.6, -0.1, 0.5], [-0.6, 0.3, 0.0], [0.5, -0.7, 0.0], [-0.2, -0.2, -1.4], [0.0, 0.0, 0.1], [0.1, -0.1, 0.0], [0.0, 0.0, -0.2], [0.2, 0.1, 0.3], [0.0, 0.3, -0.2], [0.1, 0.1, -0.1], [0.2, 0.0, 0.0], [0.0, 0.0, 0.1], [0.0, 0.0, 0.0], [0.0, -0.1, 0.1], [0.0, -0.1, -0.1], [0.0, -0.2, -0.1], [0.0, -0.1, 0.0], [0.0, 0.0, 0.1], [0.1, 0.7, 0.3], [-0.1, 0.0, 0.1], [0.1, 0.0, 0.0], [0.0, -0.1, 0.1], [0.1, 0.3, -0.2], [-0.2, 0.1, 0.0], [-0.2, 0.0, 0.0], [0.0, 0.0, 0.0], [0.0, 0.0, 0.0], [0.0, 0.1, 0.0], [0.0, 0.1, -0.1], [0.0, 0.2, 0.1], [0.1, -0.1, 0.0], [0.0, 0.0, -0.2], [0.0, 0.0, 0.1], [0.0, 0.1, 0.0], [0.0, 0.0, -0.1], [0.0, 0.0, 0.0], [-0.1, -0.5, 0.1], [0.0, 0.0, 0.0], [0.0, -0.1, 0.0], [0.0, 0.0, 0.0], [-0.1, 0.0, 0.6], [0.0, 0.0, 0.0], [0.0, -0.2, -0.1], [0.0, 0.0, 0.0], [0.0, 0.1, 0.0], [0.0, 0.0, 0.2], [-0.1, -0.1, 0.0], [-0.1, 0.1, 0.1], [0.0, -0.2, -0.2], [0.0, -0.2, -0.2], [0.0, 0.0, 0.0], [0.0, 0.0, 0.0], [0.0, 0.0, 0.0], [0.0, 0.0, 0.0], [0.0, 0.0, 0.0], [0.0, 0.0, 0.0], [0.0, -0.1, -0.1], [0.0, 0.0, 0.0], [-0.1, 0.0, 0.0], [0.0, 0.0, 0.0], [0.0, 0.0, 0.1], [0.1, 0.0, 0.0], [0.0, 0.0, 0.0], [0.0, 0.0, 0.0], [0.0, 0.0, 0.1], [0.0, 0.0, 0.0], [0.0, 0.0, -0.1], [0.0, -0.1, 0.0], [0.0, 0.0, 0.0], [0.0, 0.0, 0.0], [0.0, 0.0, 0.0], [0.0, 0.0, 0.1], [0.0, 0.0, 0.0], [0.0, 0.0, 0.0], [0.0, 0.0, 0.0], [0.0, 0.0, 0.1], [-0.1, 0.0, 0.0], [0.0, 0.0, 0.0], [0.0, 0.0, 0.0], [0.1, 0.0, 0.0], [0.0, 0.0, 0.0], [0.0, 0.0, 0.0], [0.0, 0.0, 0.0], [0.0, 0.0, 0.0], [0.0, 0.0, -0.1], [-0.1, 0.0, 0.0], [0.0, 0.0, 0.0], [0.0, 0.0, 0.1], [0.0, 0.0, 0.1], [0.0, 0.0, -0.1], [0.0, 0.0, 0.0], [0.0, 0.0, 0.0], [0.0, 0.0, 0.0], [0.0, 0.0, 0.0], [0.0, 0.0, 0.0], [0.0, 0.0, 0.1], [0.0, 0.0, 0.0], [0.0, 0.0, 0.0], [0.0, 0.0, 0.0], [0.0, 0.0, 0.0], [-0.1, 0.0, 0.0], [0.0, 0.0, 0.0], [-0.1, 0.0, 0.0], [0.0, 0.0, 0.0], [0.0, 0.0, 0.0]], "e_homo_ha": -0.5671, "e_lumo_ha": -0.3490, "homo_lumo_gap_ev": 5.94, "total_energy_ev": -249988.708, "total_charge": 3}

---

Entry 4:
{"formula": "C3H7NO3S2", "method": "ωB97M-V/def2-TZVPD", "symbols": ["S", "S", "O", "O", "O", "N", "C", "C", "C", "H", "H", "H", "H", "H", "H", "H"], "positions_angstrom": [[0.1093, -1.9484, -0.3258], [2.3003, 0.0823, -0.0708], [1.7385, -0.1751, 1.4260], [2.1841, 1.4753, -0.3491], [3.5937, -0.5225, -0.1354], [-0.3342, 0.6882, -1.4902], [1.2023, -0.8910, -1.0886], [-0.7392, 0.6953, -0.1307], [-1.0677, -0.7104, 0.3700], [-1.6745, 1.2691, -0.0688], [-1.0365, -0.7501, 1.4570], [2.3036, -0.8139, 1.8655], [1.6778, -1.2326, -1.9901], [0.3017, 1.4561, -1.6861], [-2.0370, -1.0587, 0.0142], [-0.0096, 1.1662, 0.5400]], "forces_ev_per_angstrom": [[-0.4, -0.5, 0.1], [0.7, -0.2, 0.4], [-0.2, 0.8, -0.8], [-0.2, 0.0, 0.2], [0.2, -0.3, 0.0], [2.0, -2.4, -0.4], [-2.3, 2.8, 0.0], [0.0, 0.1, 0.5], [0.0, -0.1, -0.1], [0.0, 0.0, 0.0], [0.0, 0.0, 0.0], [0.3, -0.4, 0.1], [0.2, 0.1, -0.3], [0.1, 0.1, 0.2], [0.0, 0.0, 0.1], [-0.3, 0.0, 0.0]], "e_homo_ha": [-0.3315, -0.3275], "e_lumo_ha": [-0.0258, -0.0222], "homo_lumo_gap_ev": [8.32, 8.31], "total_energy_ev": -32524.260, "e_above_lowest_kcal_mol": 42.8, "total_charge": 0}

---

Entry 5:
{"formula": "C3H4N4", "method": "ωB97M-V/def2-TZVPD", "symbols": ["N", "N", "N", "N", "C", "C", "C", "H", "H", "H", "H"], "positions_angstrom": [[-1.5450, -1.1637, -0.5099], [-0.2384, -1.1110, -0.8428], [1.8578, -0.1029, -0.7219], [-1.2223, 0.8464, 0.7060], [0.5565, -0.1782, -0.3149], [-2.0035, -0.1323, 0.2095], [0.0489, 0.7558, 0.5959], [-2.7538, 0.2372, 0.9264], [0.5933, 1.4312, 1.2405], [2.1932, -0.9346, -1.1749], [2.5159, 0.3688, -0.1172]], "forces_ev_per_angstrom": [[-0.3, 1.1, 0.9], [-0.3, 0.3, 0.1], [0.2, -0.3, -0.1], [0.8, 0.8, 0.7], [-0.1, -0.3, -0.1], [1.1, 0.7, 0.9], [0.4, 0.3, -0.2], [-2.5, -2.5, -1.6], [0.7, 0.1, -0.3], [0.2, -0.1, -0.1], [-0.2, -0.1, -0.1]], "e_homo_ha": -0.3419, "e_lumo_ha": 0.0062, "homo_lumo_gap_ev": 9.47, "total_energy_ev": -9133.660, "e_above_lowest_kcal_mol": 73.7, "total_charge": 0, "smiles": "Nc1cncnn1"}